Record 1
{"formula": "C36H35N4O3TeW", "method": "ωB97M-V/def2-TZVPD", "elements": ["W", "O", "C", "O", "C", "C", "C", "N", "C", "C", "C", "C", "C", "C", "C", "N", "C", "C", "C", "C", "C", "N", "H", "H", "H", "H", "H", "H", "H", "H", "H", "H", "C", "C", "O", "N", "Te", "C", "C", "C", "C", "C", "C", "C", "C", "C", "C", "C", "C", "C", "C", "C", "C", "C", "C", "H", "H", "H", "H", "H", "H", "H", "H", "H", "H", "H", "H", "H", "H", "H", "H", "H", "H", "H", "H", "H", "H", "H", "H", "H"], "positions_angstrom": [[0.283, 1.164, -0.037], [0.215, 7.418, 4.163], [0.927, 7.774, 3.323], [1.647, 8.045, 2.459], [-0.023, 5.416, 1.622], [-0.757, 4.464, 2.277], [-0.883, 3.281, 1.573], [-0.287, 3.147, 0.388], [0.371, 4.118, -0.242], [0.533, 5.347, 0.375], [0.723, 3.696, -1.602], [1.249, 4.528, -2.562], [1.395, 4.051, -3.855], [0.988, 2.765, -4.143], [0.498, 1.972, -3.125], [0.374, 2.410, -1.872], [-1.775, 2.138, 1.845], [-2.684, 2.105, 2.878], [-3.761, 1.240, 2.778], [-3.902, 0.481, 1.637], [-2.893, 0.492, 0.696], [-1.806, 1.245, 0.816], [-1.210, 4.634, 3.246], [1.048, 6.181, -0.085], [1.527, 5.543, -2.312], [1.805, 4.687, -4.629], [1.057, 2.363, -5.144], [0.198, 0.952, -3.310], [-2.594, 2.787, 3.714], [-4.509, 1.206, 3.560], [-4.776, -0.134, 1.476], [-2.945, -0.135, -0.179], [3.821, 2.355, 1.102], [2.496, 1.778, 0.749], [2.316, 1.283, -0.485], [1.457, 1.689, 1.508], [1.211, -1.269, -1.399], [0.300, -3.035, -2.105], [0.644, -4.247, -1.499], [1.542, -4.339, -0.293], [0.109, -5.414, -2.035], [-0.725, -5.404, -3.146], [-1.285, -6.676, -3.715], [-1.026, -4.175, -3.732], [-0.526, -2.984, -3.231], [-0.876, -1.689, -3.916], [0.486, -1.229, 0.644], [1.426, -1.121, 1.705], [2.908, -1.023, 1.511], [0.976, -1.223, 3.019], [-0.327, -1.569, 3.317], [-0.801, -1.685, 4.733], [-1.200, -1.853, 2.256], [-0.830, -1.722, 0.939], [-1.810, -2.174, -0.105], [4.545, 1.549, 1.239], [3.755, 2.932, 2.021], [4.183, 2.975, 0.282], [2.482, -3.806, -0.449], [1.782, -5.378, -0.078], [1.067, -3.919, 0.598], [0.363, -6.362, -1.574], [-0.907, -7.549, -3.187], [-1.026, -6.774, -4.770], [-2.374, -6.681, -3.646], [-1.666, -4.150, -4.608], [-1.660, -1.843, -4.655], [-0.011, -1.271, -4.441], [-1.232, -0.937, -3.205], [3.205, -0.667, 0.531], [3.319, -2.028, 1.638], [3.354, -0.391, 2.279], [1.689, -1.068, 3.820], [0.030, -1.710, 5.435], [-1.405, -2.583, 4.870], [-1.432, -0.829, 4.988], [-2.197, -2.218, 2.482], [-2.823, -2.159, 0.295], [-1.591, -3.202, -0.395], [-1.769, -1.584, -1.022]], "lumo_ev": [-6.3, -6.9], "total_charge": 2, "gap_ev": [6.70, 6.51], "relative_energy_kj_mol": 36.7, "max_force_ev_per_a": 0.87, "spin_multiplicity": 4, "homo_ev": [-13.027, -13.377]}

Record 2
{"formula": "C36H36", "method": "ωB97M-V/def2-TZVPD", "elements": ["C", "C", "C", "C", "C", "C", "H", "H", "H", "H", "H", "H", "C", "C", "C", "C", "C", "C", "H", "H", "H", "H", "H", "H", "C", "C", "C", "C", "C", "C", "H", "H", "H", "H", "H", "H", "C", "C", "C", "C", "C", "C", "H", "H", "H", "H", "H", "H", "C", "C", "C", "C", "C", "C", "H", "H", "H", "H", "H", "H", "C", "C", "C", "C", "C", "C", "H", "H", "H", "H", "H", "H"], "positions_angstrom": [[19.610, -14.510, -13.452], [19.400, -13.147, -13.698], [18.915, -12.355, -12.651], [18.557, -12.919, -11.462], [18.768, -14.283, -11.261], [19.336, -15.091, -12.254], [20.083, -15.155, -14.258], [19.623, -12.781, -14.671], [18.646, -11.274, -12.734], [18.164, -12.260, -10.677], [18.504, -14.709, -10.265], [19.502, -16.168, -12.178], [15.039, -12.487, -3.452], [13.725, -12.100, -3.786], [12.766, -12.009, -2.805], [13.069, -12.401, -1.478], [14.353, -12.752, -1.188], [15.327, -12.763, -2.131], [15.784, -12.511, -4.209], [13.557, -11.803, -4.811], [11.768, -11.657, -2.991], [12.235, -12.436, -0.796], [14.587, -13.066, -0.147], [16.382, -13.042, -1.930], [20.201, -12.290, -1.163], [20.521, -10.966, -0.982], [20.751, -10.138, -2.165], [20.799, -10.713, -3.399], [20.752, -12.078, -3.462], [20.374, -12.860, -2.408], [19.958, -12.905, -0.315], [20.578, -10.523, -0.025], [20.663, -9.072, -2.169], [21.039, -10.104, -4.296], [20.962, -12.606, -4.400], [20.291, -13.960, -2.521], [10.608, -16.330, -6.035], [10.130, -15.489, -5.041], [11.091, -15.118, -4.031], [12.379, -15.586, -4.030], [12.762, -16.572, -4.929], [11.917, -16.857, -5.977], [10.002, -16.659, -6.836], [9.125, -15.138, -4.949], [10.876, -14.344, -3.294], [13.068, -15.094, -3.406], [13.752, -16.986, -4.850], [12.375, -17.468, -6.744], [21.151, -18.394, -11.543], [21.581, -17.236, -10.883], [21.217, -17.093, -9.545], [20.234, -17.929, -8.991], [19.833, -19.041, -9.684], [20.200, -19.274, -10.988], [21.588, -18.593, -12.511], [22.251, -16.409, -11.233], [21.578, -16.185, -9.107], [19.852, -17.672, -8.016], [19.112, -19.726, -9.202], [19.804, -20.056, -11.625], [17.957, -14.645, -5.338], [16.862, -15.251, -5.794], [15.924, -14.550, -6.633], [16.137, -13.255, -7.045], [17.265, -12.606, -6.444], [18.174, -13.310, -5.653], [18.619, -15.208, -4.729], [16.646, -16.281, -5.568], [14.982, -14.952, -6.934], [15.390, -12.720, -7.663], [17.409, -11.580, -6.693], [18.966, -12.821, -5.123]], "lumo_ev": 0.7, "smiles": "c1ccccc1.c1ccccc1.c1ccccc1.c1ccccc1.c1ccccc1.c1ccccc1", "gap_ev": 9.75, "relative_energy_kj_mol": 189.8, "max_force_ev_per_a": 3.79, "spin_multiplicity": 1, "homo_ev": -9.093}

Record 3
{"formula": "C36H36BBrCl3N9O2PTi", "method": "ωB97M-V/def2-TZVPD", "elements": ["Ti", "C", "C", "C", "C", "N", "N", "B", "N", "C", "C", "C", "C", "N", "N", "C", "C", "C", "C", "N", "N", "C", "C", "C", "C", "N", "H", "H", "H", "H", "H", "H", "H", "H", "H", "H", "H", "H", "H", "H", "H", "H", "H", "H", "H", "H", "N", "C", "C", "C", "C", "C", "C", "P", "C", "C", "C", "C", "C", "C", "C", "C", "C", "C", "C", "C", "H", "H", "H", "H", "H", "H", "H", "H", "H", "H", "H", "H", "H", "H", "H", "H", "Br", "Cl", "C", "Cl", "Cl", "C", "O", "O"], "positions_angstrom": [[2.503, 1.761, 1.024], [2.948, -0.297, -1.939], [3.373, -0.817, -0.627], [3.879, -2.049, -0.226], [4.512, -1.849, 1.048], [4.314, -0.576, 1.425], [3.474, 0.042, 0.427], [4.566, 0.137, 2.770], [5.027, 1.629, 2.594], [5.746, 2.501, 3.370], [5.977, 3.708, 2.677], [5.323, 3.528, 1.423], [5.429, 4.369, 0.182], [4.570, 2.386, 1.502], [3.128, 0.196, 3.442], [2.714, -0.408, 4.657], [1.356, -0.117, 4.762], [1.007, 0.741, 3.687], [-0.313, 1.385, 3.514], [2.101, 0.789, 2.834], [5.511, -0.531, 3.823], [6.898, -0.521, 3.534], [7.426, -1.786, 3.729], [6.331, -2.574, 4.279], [6.334, -4.052, 4.793], [5.240, -1.890, 4.267], [2.952, 0.811, -2.004], [3.486, -0.838, -2.750], [1.888, -0.507, -2.122], [3.800, -3.051, -0.688], [5.168, -2.498, 1.608], [6.039, 2.191, 4.401], [6.613, 4.571, 2.929], [4.580, 5.065, 0.187], [6.461, 4.885, 0.243], [5.417, 3.752, -0.716], [3.375, -1.032, 5.219], [0.695, -0.472, 5.494], [-0.260, 2.445, 3.251], [-0.948, 0.759, 2.837], [-0.815, 1.368, 4.487], [7.347, 0.338, 3.073], [8.435, -2.163, 3.632], [5.411, -4.279, 5.154], [6.657, -4.691, 3.972], [7.151, -4.011, 5.510], [-2.780, 0.772, -2.668], [-4.080, 1.177, -2.843], [-4.409, 2.543, -3.172], [-5.727, 2.939, -3.145], [-6.740, 1.931, -3.071], [-6.407, 0.556, -3.109], [-5.083, 0.130, -2.935], [-4.554, -1.560, -3.321], [-5.171, -2.543, -1.942], [-5.668, -2.123, -0.734], [-6.005, -2.951, 0.319], [-5.781, -4.278, 0.190], [-5.253, -4.847, -1.016], [-4.969, -3.997, -2.099], [-5.670, -2.038, -4.686], [-6.827, -2.665, -4.397], [-7.830, -2.810, -5.365], [-7.587, -2.358, -6.660], [-6.422, -1.721, -6.977], [-5.417, -1.563, -5.996], [-2.001, 1.359, -2.416], [-2.717, -0.178, -2.255], [-3.576, 3.280, -3.223], [-6.092, 3.958, -3.276], [-7.820, 2.188, -2.942], [-7.268, -0.062, -3.369], [-5.827, -1.035, -0.694], [-6.423, -2.532, 1.241], [-6.162, -4.901, 1.004], [-5.234, -5.923, -1.170], [-4.511, -4.311, -3.010], [-7.094, -3.074, -3.390], [-8.866, -2.995, -5.069], [-8.303, -2.544, -7.478], [-6.197, -1.188, -7.935], [-4.447, -1.134, -6.172], [0.346, 0.942, 0.113], [0.036, 5.954, 1.968], [1.549, 5.610, 0.976], [1.481, 6.378, -0.569], [2.873, 6.282, 1.927], [1.829, 4.085, 0.895], [1.663, 3.366, 1.913], [2.318, 3.533, -0.131]], "lumo_ev": -5.2, "total_charge": 1, "gap_ev": 3.85, "relative_energy_kj_mol": 0.0, "max_force_ev_per_a": 5.03, "spin_multiplicity": 1, "homo_ev": -9.048}

Record 4
{"formula": "C36H36BrInN8O2S2", "method": "ωB97M-V/def2-TZVPD", "elements": ["In", "C", "C", "C", "C", "C", "C", "N", "C", "C", "C", "C", "C", "C", "N", "N", "C", "C", "C", "C", "C", "N", "H", "H", "H", "H", "H", "H", "H", "H", "H", "H", "H", "H", "H", "C", "O", "C", "C", "C", "Br", "C", "C", "C", "O", "C", "N", "C", "C", "C", "C", "C", "C", "N", "H", "H", "H", "H", "H", "H", "H", "H", "H", "H", "H", "C", "S", "C", "H", "H", "H", "H", "H", "H", "S", "C", "N", "C", "C", "N", "H", "H", "H", "H", "H", "H"], "positions_angstrom": [[-0.758, 0.923, -0.174], [0.014, -2.704, 4.309], [-0.931, -1.693, 4.430], [-0.863, -0.575, 3.613], [0.148, -0.456, 2.665], [1.110, -1.453, 2.566], [1.038, -2.575, 3.382], [0.158, 0.706, 1.827], [0.912, 1.752, 2.144], [1.893, 1.748, 3.189], [2.573, 2.881, 3.504], [2.344, 4.126, 2.833], [1.412, 4.191, 1.857], [0.700, 3.016, 1.477], [-0.297, 3.003, 0.577], [-0.848, 4.069, 0.167], [-1.963, 3.823, -0.649], [-2.662, 4.935, -1.114], [-3.752, 4.740, -1.938], [-4.116, 3.443, -2.295], [-3.375, 2.399, -1.789], [-2.330, 2.574, -0.966], [-0.039, -3.576, 4.946], [-1.718, -1.770, 5.170], [-1.593, 0.221, 3.707], [1.935, -1.340, 1.875], [1.796, -3.345, 3.299], [2.073, 0.825, 3.721], [3.314, 2.845, 4.292], [2.907, 5.003, 3.121], [1.188, 5.114, 1.338], [-2.332, 5.918, -0.808], [-4.314, 5.588, -2.309], [-4.950, 3.250, -2.954], [-3.600, 1.375, -2.064], [2.779, 1.967, -0.673], [1.882, 0.852, -0.685], [2.435, -0.402, -0.602], [3.798, -0.636, -0.535], [4.268, -1.942, -0.455], [6.124, -2.241, -0.366], [3.399, -3.006, -0.438], [2.022, -2.777, -0.491], [1.538, -1.472, -0.573], [0.197, -1.208, -0.584], [1.073, -3.891, -0.423], [-0.233, -3.722, -0.392], [-0.790, -5.000, -0.336], [-2.119, -5.423, -0.301], [-2.359, -6.780, -0.243], [-1.308, -7.711, -0.221], [0.011, -7.309, -0.260], [0.240, -5.939, -0.321], [1.412, -5.199, -0.371], [3.488, 1.906, -1.501], [3.323, 2.023, 0.271], [2.166, 2.856, -0.782], [4.513, 0.171, -0.540], [3.796, -4.009, -0.366], [-0.296, -2.123, -0.562], [-2.939, -4.718, -0.331], [-3.379, -7.139, -0.218], [-1.540, -8.767, -0.175], [0.821, -8.027, -0.250], [2.343, -5.578, -0.408], [-4.238, 0.636, 0.934], [-2.779, -0.420, 0.842], [-3.313, -1.634, -0.382], [-4.647, 0.819, -0.054], [-3.952, 1.575, 1.403], [-4.968, 0.128, 1.558], [-4.153, -2.185, 0.037], [-2.485, -2.318, -0.544], [-3.602, -1.156, -1.315], [-0.278, 0.806, -2.701], [0.465, 2.310, -3.093], [-0.071, 3.520, -3.008], [0.792, 4.559, -3.595], [2.066, 3.761, -3.961], [1.682, 2.388, -3.606], [-1.053, 3.655, -2.832], [0.987, 5.347, -2.873], [0.314, 4.995, -4.469], [2.930, 4.076, -3.379], [2.314, 3.831, -5.017], [2.253, 1.573, -3.759]], "lumo_ev": [-6.4, -6.4], "total_charge": 2, "gap_ev": [6.06, 6.06], "relative_energy_kj_mol": 76.4, "max_force_ev_per_a": 0.64, "spin_multiplicity": 1, "homo_ev": [-12.488, -12.486]}

Record 5
{"formula": "C36H36BrN8O9ReSe", "method": "ωB97M-V/def2-TZVPD", "elements": ["Re", "O", "C", "O", "C", "C", "C", "C", "C", "C", "O", "N", "O", "O", "N", "O", "O", "H", "H", "C", "O", "C", "C", "C", "Br", "C", "C", "C", "O", "C", "N", "C", "C", "C", "C", "C", "C", "N", "H", "H", "H", "H", "H", "H", "H", "H", "H", "H", "H", "C", "N", "C", "N", "C", "N", "C", "N", "C", "C", "H", "H", "H", "H", "H", "H", "H", "H", "H", "H", "H", "H", "C", "C", "C", "C", "C", "C", "Se", "C", "C", "C", "H", "H", "H", "H", "H", "H", "H", "H", "H", "H", "H"], "positions_angstrom": [[-0.542, 0.665, -0.631], [-2.160, 2.725, 2.414], [-2.170, 2.226, 1.329], [-1.257, 1.266, 1.022], [-3.217, 2.521, 0.306], [-4.260, 3.344, 0.718], [-5.316, 3.587, -0.131], [-5.404, 2.991, -1.373], [-4.382, 2.156, -1.767], [-3.236, 1.950, -0.978], [-2.219, 1.266, -1.481], [-4.544, 1.454, -3.048], [-5.254, 1.971, -3.875], [-4.102, 0.319, -3.122], [-6.404, 4.481, 0.307], [-7.298, 4.684, -0.483], [-6.321, 4.942, 1.422], [-4.235, 3.782, 1.706], [-6.256, 3.162, -2.016], [-0.692, 0.947, -3.929], [0.066, 0.291, -2.870], [1.328, -0.156, -3.298], [1.876, 0.166, -4.527], [3.155, -0.285, -4.837], [3.879, 0.145, -6.521], [3.903, -1.012, -3.934], [3.344, -1.340, -2.704], [2.043, -0.958, -2.420], [1.385, -1.389, -1.301], [4.108, -2.094, -1.696], [4.760, -3.193, -1.904], [5.313, -3.524, -0.671], [6.119, -4.607, -0.324], [6.553, -4.687, 0.983], [6.202, -3.715, 1.934], [5.399, -2.640, 1.609], [4.958, -2.574, 0.292], [4.151, -1.666, -0.380], [-0.872, 0.223, -4.721], [-0.129, 1.802, -4.295], [-1.625, 1.263, -3.493], [1.349, 0.760, -5.254], [4.907, -1.338, -4.163], [2.032, -1.777, -0.688], [6.393, -5.347, -1.063], [7.184, -5.512, 1.286], [6.575, -3.810, 2.944], [5.140, -1.888, 2.343], [3.900, -0.743, -0.058], [-3.045, -1.010, 0.134], [-3.706, -2.258, 0.373], [-3.742, -3.028, -0.872], [-2.386, -3.297, -1.350], [-1.712, -2.056, -1.616], [-1.602, -1.209, -0.349], [-0.921, -2.045, 0.722], [-1.607, -3.288, 0.943], [-2.975, -3.017, 1.386], [-1.659, -4.039, -0.317], [-3.000, -0.421, 1.048], [-3.567, -0.471, -0.654], [-4.286, -2.463, -1.631], [-4.255, -3.972, -0.696], [-2.266, -1.463, -2.345], [-0.703, -2.251, -1.968], [-0.899, -1.446, 1.635], [0.092, -2.248, 0.391], [-2.948, -2.448, 2.317], [-3.487, -3.961, 1.567], [-2.165, -4.988, -0.140], [-0.643, -4.241, -0.661], [1.108, 3.658, 5.824], [1.205, 3.110, 4.429], [1.546, 1.788, 4.196], [1.647, 1.264, 2.908], [2.032, -0.188, 2.776], [1.388, 2.119, 1.840], [1.598, 1.459, 0.035], [1.034, 3.460, 2.030], [0.749, 4.408, 0.896], [0.950, 3.926, 3.332], [1.224, 2.873, 6.568], [0.145, 4.143, 5.984], [1.883, 4.406, 5.997], [1.739, 1.133, 5.038], [3.063, -0.346, 3.100], [1.945, -0.557, 1.755], [1.400, -0.807, 3.414], [0.191, 3.934, 0.088], [1.676, 4.793, 0.465], [0.168, 5.256, 1.255], [0.660, 4.958, 3.496]], "lumo_ev": [-4.2, -4.6], "total_charge": 1, "gap_ev": [6.82, 6.47], "max_force_ev_per_a": 1.10, "spin_multiplicity": 4, "homo_ev": [-11.050, -11.053]}